Molecular formula: C3H5FO
Method: DFT, ωB97M-V/def2-TZVPD

* F_max: 0.112 Eh/bohr
* gap between HOMO and LUMO (alpha / beta): 8.135 / 8.310 eV
* energy: -292.237131 Ha

Each atom is followed by the atoms it is bonded to, with distances in Å.
Cartesian coordinates (Å):
1 C -0.078 -0.470 -0.064  C3 1.559, O4 1.282, H6 1.122
2 C -0.974 1.299 -1.016  O4 1.227, F5 1.370, H7 1.021
3 C 0.912 -0.945 1.042  C1 1.559, H8 1.146, H9 1.089, H10 1.156
4 O -0.343 0.784 -0.098  C1 1.282, C2 1.227
5 F -1.090 2.663 -1.022  C2 1.370
6 H -0.458 -1.287 -0.733  C1 1.122
7 H -1.654 0.967 -1.700  C2 1.021
8 H 1.676 -1.461 0.361  C3 1.146
9 H 0.498 -1.537 1.858  C3 1.089
10 H 1.512 -0.013 1.371  C3 1.156